C7H12NO2 | ωB97M-V with the def2-TZVPD basis set

As for the relative energy (zero: lowest compared OMol25 entry of this formula, charge and spin): 4.144 eV. The frontier orbital gap (spin up / spin down) is 0.2364 / 0.3328 hartree. The calculation puts the total energy at -478.7801 Ha. As for the max |F|: 0.1028 hartree/bohr.

Geometry as ORCA input:
```
! wB97M-V def2-TZVPD RIJCOSX def2/J DEFGRID3
* xyz 1 1
O -2.545 -0.192 2.239
O -2.220 -0.795 0.109
N -0.055 1.425 2.089
C -1.748 -0.096 1.169
C -1.812 -0.805 -1.251
C -0.515 0.497 1.273
C 0.963 -1.274 0.127
C 1.361 1.122 -0.567
C -0.487 -0.302 -1.608
C 0.313 0.056 -0.290
H -2.599 -0.276 -1.812
H 0.209 -1.977 0.467
H -3.336 -0.719 2.059
H -0.681 1.869 2.744
H 1.672 -1.104 0.933
H -0.207 0.071 -2.570
H 0.934 1.593 2.163
H 1.976 0.826 -1.413
H 2.029 1.247 0.281
H 1.498 -1.717 -0.710
H 0.902 2.079 -0.801
H -1.932 -1.863 -1.544
*
```

Mulliken atomic charge list, values in e, 8 entries: -0.4379, -0.3765, -0.3002, 0.4474, -0.3914, 0.2540, -1.3683, -2.0166